No. 1
ORCA calculation (ωB97M-V with the def2-TZVPD basis set) on 2 unconnected molecules or ions with the total composition C3H7N3O2 in a non-equilibrium geometry.

Last column: natural (NBO) charge in e.
Element x y z (Å)
C: -0.952 0.560 0.333  0.439
C: 0.003 -0.294 0.861  -0.570
C: 1.095 -0.777 -0.156  0.611
H: -2.279 -0.637 1.120  0.384
H: -3.245 0.861 0.798  0.418
H: -1.345 2.139 -0.356  0.349
H: -0.092 -1.412 1.522  0.281
H: 0.489 0.429 1.712  0.278
H: 1.478 0.989 -0.817  0.411
H: 1.778 -1.347 -2.590  0.303
N: -2.319 0.301 0.921  -0.874
N: -0.608 1.510 -0.418  -0.711
N: 2.040 0.060 -0.685  -0.294
O: 0.969 -1.935 -0.698  -0.597
O: 2.987 -0.447 -1.549  -0.426

Properties
Frontier orbital gap, Eh: 0.3073
ΔE to the lowest compared entry with this formula, charge and spin, kcal per mole: 208.9
E_LUMO, eV: -0.981


No. 2
ORCA calculation (ωB97M-V with the def2-TZVPD basis set) on C3H7N3O4 in the gas phase in a non-equilibrium geometry.

Last column: natural (NBO) charge in e.
Element x y z (Å)
N: -0.883 -0.268 1.116  -0.838
C: -0.451 0.278 -0.137  -0.177
C: 0.951 0.057 -0.358  -0.250
N: 1.108 -1.411 -0.076  0.005
O: 1.585 -1.812 1.149  -0.535
N: 0.731 -2.292 -1.002  0.201
O: 0.705 -3.442 -0.681  -0.383
C: -0.948 1.775 -0.251  0.784
O: -1.582 2.351 0.607  -0.588
O: -0.402 2.427 -1.356  -0.698
H: -0.846 0.441 1.779  0.378
H: -1.946 -0.413 1.149  0.387
H: -0.897 -0.150 -1.117  0.244
H: 1.242 0.184 -1.374  0.241
H: 1.660 0.596 0.236  0.228
H: 0.636 -1.705 1.567  0.500
H: -0.664 3.384 -1.250  0.501

Properties
Structure (SMILES): N[C@H](CN(O)N=O)C(=O)O
Frontier orbital gap, Eh: 0.3482
ΔE to the lowest compared entry with this formula, charge and spin, kcal per mole: 86.7
E_LUMO, eV: 0.329


No. 3
ORCA calculation (ωB97M-V with the def2-TZVPD basis set) on C3H7N3OS in the gas phase in a non-equilibrium geometry.

Last column: natural (NBO) charge in e.
Element x y z (Å)
C: 2.097 -0.564 0.750  -0.130
N: 1.727 -1.452 -0.121  -0.239
N: 0.488 -1.472 -0.734  -0.485
C: -0.661 -0.819 -0.253  0.247
S: -2.117 -1.635 0.088  -0.260
N: -0.569 0.487 -0.167  -0.118
C: -1.604 1.443 0.200  -0.424
O: 0.578 1.142 -0.633  -0.542
H: 3.120 -0.616 1.116  0.193
H: 1.477 0.285 1.139  0.178
H: 0.283 -2.465 -0.838  0.412
H: -2.411 1.517 -0.497  0.219
H: -1.119 2.404 0.384  0.227
H: -2.076 1.047 1.091  0.235
H: 0.787 0.697 -1.524  0.487

Properties
Structure (SMILES): C=NNC(=S)N(C)O
Frontier orbital gap, Eh: 0.3313
ΔE to the lowest compared entry with this formula, charge and spin, kcal per mole: 92.3
E_LUMO, eV: 0.544


No. 4
ORCA calculation (ωB97M-V with the def2-TZVPD basis set) on C3H7N3S in the gas phase in a non-equilibrium geometry.

Last column: natural (NBO) charge in e.
Element x y z (Å)
H: -0.483 2.443 -0.283  0.348
N: 0.247 1.665 -0.231  -0.710
C: -0.484 0.713 -0.014  0.548
N: -1.865 0.762 -0.031  -0.802
S: -2.878 -0.686 -0.127  0.129
N: 0.053 -0.679 0.116  -0.492
C: 1.445 -0.870 -0.797  -0.221
C: 1.452 -0.597 0.678  -0.293
H: -2.374 1.622 0.657  0.413
H: -1.773 -1.355 0.350  0.177
H: 1.473 -1.987 -0.980  0.213
H: 1.847 -0.160 -1.395  0.217
H: 1.764 0.554 0.710  0.255
H: 1.574 -1.425 1.349  0.219

Properties
Structure (SMILES): [H]/N=C(\NS)N1CC1
Frontier orbital gap, Eh: 0.3302
ΔE to the lowest compared entry with this formula, charge and spin, kcal per mole: 107.2
E_LUMO, eV: 0.550


No. 5
ORCA calculation (ωB97M-V with the def2-TZVPD basis set) on C3H7N3S in the gas phase in a non-equilibrium geometry.

Last column: natural (NBO) charge in e.
Element x y z (Å)
C: -2.361 -1.050 -0.093  -0.483
C: -1.002 -0.910 0.109  -0.009
N: -0.356 0.265 -0.150  -0.291
N: -0.967 1.439 0.135  -0.627
C: 1.065 0.444 -0.326  0.245
N: 1.972 -0.497 -0.132  -0.614
S: 3.701 -0.134 0.043  0.167
H: -2.836 -0.044 -0.283  0.223
H: -2.907 -2.033 0.125  0.223
H: -0.292 -1.628 0.293  0.210
H: -0.772 2.149 -0.515  0.355
H: -0.593 1.782 1.099  0.336
H: 1.248 1.573 -0.359  0.154
H: 4.102 -1.356 0.052  0.111

Properties
Structure (SMILES): C=CN(N)/C=N/S
Frontier orbital gap, Eh: 0.3181
ΔE to the lowest compared entry with this formula, charge and spin, kcal per mole: 92.2
E_LUMO, eV: 0.753


No. 6
ORCA calculation (ωB97M-V with the def2-TZVPD basis set) on C3H7N3S in the gas phase in a non-equilibrium geometry.

Last column: natural (NBO) charge in e.
Element x y z (Å)
C: -2.117 0.531 0.196  -0.424
N: -0.897 0.226 -0.646  -0.472
N: 0.196 0.043 0.382  -0.166
C: 1.036 -1.100 0.177  -0.097
C: 2.293 -0.875 -0.261  -0.445
S: 2.689 0.769 -0.310  0.379
N: 0.994 1.168 0.343  -0.553
H: -2.962 0.190 -0.303  0.194
H: -1.956 0.002 1.091  0.195
H: -2.200 1.556 0.484  0.192
H: -1.076 -0.765 -0.954  0.340
H: 0.381 -1.991 0.277  0.216
H: 3.051 -1.677 -0.316  0.261
H: 0.567 1.922 -0.159  0.380

Properties
Structure (SMILES): CNN1C=CSN1
Frontier orbital gap, Eh: 0.2888
ΔE to the lowest compared entry with this formula, charge and spin, kcal per mole: 104.4
E_LUMO, eV: 0.792


No. 7
ORCA calculation (ωB97M-V with the def2-TZVPD basis set) on C3H7N3S in the gas phase in a non-equilibrium geometry.

Last column: natural (NBO) charge in e.
Element x y z (Å)
H: 0.004 -1.813 -1.313  0.341
N: -0.937 -1.539 -1.092  -0.734
C: -0.801 -0.495 -0.399  0.552
N: -1.768 0.160 0.257  -0.608
C: -1.330 1.465 0.786  -0.223
C: 0.206 1.202 0.896  -0.221
N: 0.396 0.228 -0.185  -0.586
S: 1.919 -0.553 -0.279  0.199
H: -2.708 0.177 -0.151  0.403
H: -1.851 1.601 1.765  0.211
H: -1.517 2.277 0.059  0.187
H: 0.439 0.783 1.912  0.181
H: 0.733 2.108 0.757  0.210
H: 1.908 -1.260 0.876  0.089

Properties
Structure (SMILES): [H]/N=C1/NCCN1S
Frontier orbital gap, Eh: 0.3583
ΔE to the lowest compared entry with this formula, charge and spin, kcal per mole: 21.7
E_LUMO, eV: 0.775


No. 8
ORCA calculation (ωB97M-V with the def2-TZVPD basis set) on a molecular structure, C3H7N3S in a non-equilibrium geometry.

Last column: natural (NBO) charge in e.
Element x y z (Å)
C: 0.853 -0.122 1.649  -0.780
C: 0.237 0.674 0.449  0.300
C: -1.472 -0.671 -0.984  -0.116
H: 1.826 -0.551 1.113  0.259
H: 0.891 0.445 2.683  0.257
H: 0.203 -1.172 1.494  0.281
H: -1.247 1.366 -0.547  0.415
H: -2.316 -0.146 -1.813  0.203
H: 2.386 1.469 1.660  0.366
H: 2.237 2.872 0.194  0.359
N: -0.861 0.411 -0.351  -0.600
N: 0.836 1.761 0.046  -0.251
N: 1.902 2.249 0.717  -0.623
S: -0.926 -2.157 -0.897  -0.071

Properties
Frontier orbital gap, Eh: 0.3124
ΔE to the lowest compared entry with this formula, charge and spin, kcal per mole: 127.1
E_LUMO, eV: 0.519